Formula: CHBrS
Source: the Open Molecules 2025 dataset
Level of theory: the ωB97M-V functional and the def2-TZVPD basis

Positions of all 4 atoms, in Å:
C: 1.28859 0.54657 0.06400
S: -2.73748 0.03530 -0.24054
Br: -0.50031 -0.35362 -0.31010
H: 1.94920 -0.22825 0.48664

The value obtained for the frontier orbital gap (spin up / spin down) is 6.753 / 6.324 eV. The HOMO energy (spin up / spin down) is -9.1215 / -8.9342 eV.

Atom-resolved charges from natural (NBO), all expressed in e: atom 1 (C): -0.077, atom 2 (S): -0.289, atom 3 (Br): 0.270, atom 4 (H): 0.096